Below is C3H9NO3 as an isolated structure, with properties calculated with ωB97M-V/def2-TZVPD.

Geometry as XYZ:
```
16
Properties=species:S:1:pos:R:3:forces:R:3
C 0.710 0.719 1.749 -0.2 0.0 0.0
C -0.701 -1.367 0.600 1.4 1.7 1.8
O 0.743 -0.194 0.660 -1.2 -2.1 -0.3
H 0.225 0.274 2.620 -0.1 -0.1 -0.1
H 0.182 1.625 1.448 0.0 0.0 0.0
H 1.735 0.964 2.041 -0.1 -0.1 -0.2
H -0.850 -2.150 -0.128 0.8 0.4 -0.5
H -0.386 -1.740 1.568 -0.3 -0.1 0.1
H -1.513 -0.651 0.650 0.1 0.0 -0.1
N -1.145 -0.174 -2.087 0.0 0.2 0.3
C 0.899 0.538 -0.895 -1.6 -0.1 -2.0
O 0.064 -0.605 -1.507 1.1 0.8 0.0
O 0.432 1.668 -0.951 0.3 -0.7 0.5
H -1.421 0.645 -1.533 0.1 0.0 -0.5
H -0.896 0.154 -3.019 -0.1 0.1 0.2
H 1.922 0.294 -1.218 0.0 -0.2 0.8
```
Forces are in eV/Å.

Computed properties:
DFT total energy = -10884.2338 eV
max |F| = 0.055 Eh/bohr
gap between HOMO and LUMO = 9.277 eV

***

Below is a 2-piece molecular cluster, C3H9NO3 overall, with properties calculated with ωB97M-V/def2-TZVPD.

Geometry as XYZ:
```
16
Properties=species:S:1:pos:R:3:forces:R:3
C 0.778 -2.614 -0.913 -0.1 -0.3 -0.9
N 1.016 -1.513 -1.902 0.2 0.2 1.1
C 0.478 -0.255 -1.426 -2.1 -0.3 -2.2
O 1.123 0.303 -0.346 1.6 0.7 2.0
C 0.659 1.500 0.070 0.2 1.3 2.1
O 1.064 2.146 1.045 -0.8 -2.3 -2.9
H 1.564 -3.377 -1.047 -0.4 0.3 0.2
H -0.196 -3.065 -1.166 0.2 -0.1 0.4
H 0.760 -2.310 0.147 0.2 0.3 -0.6
H 0.459 -1.713 -2.743 0.6 0.0 0.4
H 0.497 0.470 -2.261 0.0 -0.4 0.1
H -0.581 -0.435 -1.159 0.0 0.4 0.2
H -0.211 1.815 -0.539 0.3 0.2 0.1
O -2.819 3.016 3.882 1.0 0.0 0.6
H -2.657 3.287 4.814 -0.1 -0.3 -1.0
H -1.934 2.745 3.545 -0.9 0.3 0.4
```
Forces are in eV/Å.

Computed properties:
DFT total energy = -10888.3839 eV
SMILES = CNCOC=O.O
max |F| = 0.073 Eh/bohr
gap between HOMO and LUMO = 10.371 eV

***

Below is a 2-piece molecular cluster, C3H9NO3 overall, with properties calculated with ωB97M-V/def2-TZVPD.

Geometry as XYZ:
```
16
Properties=species:S:1:pos:R:3:forces:R:3
C 0.670 1.300 -1.122 0.2 -0.8 -0.1
N 0.778 0.999 0.312 -0.8 0.7 0.2
C -0.090 -0.087 0.700 -0.7 -1.1 -0.3
C -0.033 -0.356 2.179 -0.4 0.1 0.5
O 0.910 -0.299 2.905 0.9 0.2 0.1
O -1.267 -0.594 2.701 -0.4 0.3 -0.3
H 0.717 2.370 -1.293 0.2 0.0 -0.1
H 1.480 0.770 -1.632 0.1 0.3 -0.1
H -0.240 0.898 -1.580 -0.2 0.2 0.2
H 0.448 1.819 0.822 0.3 -0.2 -0.1
H -1.169 -0.007 0.484 0.2 0.7 -0.2
H 0.145 -0.994 0.132 0.5 0.0 0.2
H -1.203 -0.422 3.652 0.1 -0.4 0.0
O -0.232 -1.615 -2.461 0.0 -0.3 0.5
H -0.311 -1.271 -3.350 -0.1 -0.1 -0.3
H -0.601 -2.511 -2.449 0.1 0.4 -0.3
```
Forces are in eV/Å.

Computed properties:
DFT total energy = -10889.2580 eV
SMILES = CNCC(=O)O.O
max |F| = 0.025 Eh/bohr
gap between HOMO and LUMO = 9.675 eV

***

Below is the molecule C3H9NO3, with properties calculated with ωB97M-V/def2-TZVPD.

Geometry as XYZ:
```
16
Properties=species:S:1:pos:R:3:forces:R:3
C -0.772 1.419 -0.735 0.1 -0.2 0.1
C -0.141 0.481 0.249 4.4 -0.8 -1.8
O 1.431 0.076 -0.440 -0.6 1.3 0.3
N 2.341 -0.234 0.610 -0.4 0.2 0.1
C -0.393 -0.940 0.215 -3.9 1.1 2.0
O -0.810 -1.471 -0.952 0.2 0.0 0.3
O -1.758 -0.462 1.198 0.5 -1.5 -0.6
H -0.006 2.096 -1.110 0.0 0.0 0.1
H -1.190 0.889 -1.588 0.0 -0.1 0.0
H -1.554 1.996 -0.245 0.0 0.0 0.0
H 0.168 0.868 1.214 -0.2 -0.1 -0.1
H 2.903 -1.015 0.275 -0.1 0.1 -0.1
H 2.967 0.566 0.691 0.0 -0.1 -0.1
H 0.158 -1.567 0.910 0.0 0.1 -0.2
H -0.867 -2.431 -0.873 0.0 0.1 0.0
H -2.477 -0.271 0.581 0.1 -0.2 -0.1
```
Forces are in eV/Å.

Computed properties:
DFT total energy = -10885.2592 eV
SMILES = C[C@H](ON)C(O)O
max |F| = 0.094 Eh/bohr
gap between HOMO and LUMO = 9.065 eV